Here is a structure of composition C44H40As2NPTl from OMol25. Energies are from ωB97M-V/def2-TZVPD.

Geometry as XYZ:
```
89
Properties=species:S:1:pos:R:3:forces:R:3:lowdin_charge:R:1
Tl -0.977254 0.255505 -1.648418 0.0 0.0 0.0 0.675
N -0.553533 -2.375448 -2.398214 0.1 0.0 -0.1 -0.018
C 0.545982 -2.485459 -3.306101 -0.1 0.0 0.0 -0.329
C 0.394228 -3.217859 -4.481464 0.0 0.0 0.0 -0.029
C 1.439842 -3.318871 -5.383052 0.0 0.0 0.0 -0.063
C 2.654873 -2.694524 -5.122838 0.0 0.0 0.0 -0.069
C 2.797170 -1.946329 -3.968498 0.0 0.0 0.0 -0.076
C 1.749865 -1.816413 -3.054472 0.0 0.1 0.0 -0.324
P 1.904182 -0.752680 -1.571368 0.2 -0.2 -0.1 0.980
C 2.209269 0.915875 -2.251044 -0.1 0.0 0.0 -0.437
C 2.694310 1.899026 -1.383337 -0.1 0.0 0.0 -0.119
C 2.795366 3.218088 -1.797904 0.0 0.0 0.0 -0.067
C 2.398354 3.576571 -3.080830 0.0 0.0 0.0 -0.066
C 1.894751 2.612995 -3.942645 0.0 0.0 0.0 -0.068
C 1.794416 1.288293 -3.530261 0.1 0.0 0.0 -0.122
C 3.510914 -1.264567 -0.871923 -0.1 -0.1 0.1 -0.372
C 4.728937 -0.665432 -1.184039 0.0 0.0 0.0 -0.089
C 5.906122 -1.144932 -0.622753 0.0 0.0 0.0 -0.065
C 5.877610 -2.223735 0.250745 0.0 0.0 0.0 -0.070
C 4.667112 -2.832218 0.561728 0.0 0.0 0.0 -0.076
C 3.490242 -2.348467 0.008281 0.1 0.0 0.0 -0.124
H -1.331240 -2.957584 -2.679060 0.0 0.0 0.0 0.092
H -0.297592 -2.615459 -1.449816 0.1 0.0 0.1 0.059
H -0.547931 -3.716670 -4.684269 0.0 0.0 0.0 0.115
H 1.309585 -3.898481 -6.289072 0.0 0.0 0.0 0.113
H 3.481354 -2.790819 -5.816448 -0.1 0.0 0.0 0.111
H 3.736754 -1.441808 -3.769980 0.0 0.0 0.0 0.112
H 2.986645 1.632174 -0.372008 0.0 0.0 0.0 0.108
H 3.178263 3.968694 -1.116526 0.0 0.0 0.0 0.109
H 2.481269 4.605565 -3.406966 0.0 0.0 0.0 0.110
H 1.582030 2.889369 -4.942628 0.0 0.0 0.0 0.111
H 1.412413 0.542533 -4.218454 0.0 0.0 0.0 0.103
H 4.764761 0.177084 -1.864043 0.0 0.0 0.0 0.105
H 6.849769 -0.673892 -0.871432 -0.1 0.0 0.0 0.110
H 6.797949 -2.588704 0.691381 -0.1 0.0 0.0 0.109
H 4.641360 -3.678933 1.238258 0.0 0.1 0.0 0.109
H 2.545282 -2.824980 0.253747 0.0 0.0 0.0 0.100
C -2.526630 0.268490 2.411198 0.2 0.2 -0.1 -0.420
C -1.725935 1.551711 2.163592 -0.1 -0.2 0.0 -0.426
As 0.026030 1.188627 1.329914 -0.1 0.2 0.0 1.201
C 0.977490 0.521812 2.881042 0.1 -0.1 0.0 -0.404
C 1.797815 -0.589753 2.710702 0.0 0.0 0.0 -0.113
C 2.494151 -1.123828 3.788317 0.0 0.0 0.0 -0.072
C 2.365317 -0.550880 5.044819 0.0 0.0 0.0 -0.072
C 1.549441 0.563004 5.221457 0.0 0.0 0.0 -0.069
C 0.859627 1.100552 4.143856 0.1 -0.1 0.0 -0.114
C 0.669703 3.022247 1.186305 -0.1 0.1 0.1 -0.401
C 0.016435 3.849479 0.271876 0.1 0.0 0.1 -0.134
C 0.397048 5.175227 0.117466 0.0 0.0 0.0 -0.081
C 1.451106 5.682879 0.868627 0.0 0.0 0.0 -0.084
C 2.125984 4.857465 1.758589 0.0 0.0 0.0 -0.076
C 1.738234 3.530325 1.918895 0.0 0.0 -0.1 -0.100
As -2.815706 -0.879095 0.828664 -0.2 0.2 -0.1 1.209
C -3.942195 -2.219004 1.658668 0.1 -0.1 0.0 -0.429
C -3.579874 -3.557267 1.544345 -0.1 0.0 0.0 -0.123
C -4.339017 -4.546249 2.160400 0.0 0.0 0.0 -0.079
C -5.461846 -4.195999 2.895032 0.0 0.0 0.0 -0.073
C -5.828861 -2.858782 3.011286 0.0 0.0 0.0 -0.068
C -5.073162 -1.872812 2.394970 0.0 -0.1 0.0 -0.118
C -4.189779 0.126159 -0.149203 -0.1 0.0 0.0 -0.415
C -5.367267 -0.508341 -0.546479 0.0 0.1 -0.1 -0.107
C -6.306503 0.159717 -1.323114 0.0 0.0 0.0 -0.067
C -6.077314 1.467971 -1.731168 0.0 -0.1 0.0 -0.075
C -4.902712 2.105324 -1.358095 0.0 0.0 0.0 -0.076
C -3.968142 1.438193 -0.576548 -0.1 0.0 0.1 -0.185
H -3.494102 0.488903 2.857254 -0.1 0.1 0.0 0.069
H -1.989018 -0.373076 3.109726 0.0 -0.1 0.1 0.067
H -1.562395 2.080045 3.099840 0.0 0.0 0.1 0.065
H -2.259755 2.243356 1.517075 0.0 0.0 -0.1 0.042
H 1.900352 -1.035666 1.727698 0.0 0.0 0.0 0.060
H 3.137921 -1.983463 3.644718 0.0 0.0 0.0 0.104
H 2.901491 -0.967679 5.888719 0.0 0.0 0.0 0.109
H 1.453954 1.016933 6.200012 0.0 0.0 0.0 0.109
H 0.247000 1.981406 4.292982 0.0 0.0 0.0 0.102
H -0.792076 3.456439 -0.338149 0.0 0.0 0.0 0.083
H -0.123821 5.811291 -0.588922 0.0 0.0 0.0 0.109
H 1.747657 6.718610 0.756381 0.0 0.0 0.0 0.108
H 2.956793 5.246533 2.335605 0.0 0.0 0.0 0.109
H 2.277826 2.893070 2.608251 0.0 0.0 0.1 0.098
H -2.700234 -3.831593 0.973983 0.0 0.0 0.0 0.087
H -4.051966 -5.586663 2.067446 0.0 0.0 0.0 0.107
H -6.053765 -4.963308 3.378131 0.0 0.0 0.0 0.109
H -6.706272 -2.584698 3.583464 0.0 0.0 0.0 0.109
H -5.381109 -0.836636 2.474629 0.0 0.0 0.0 0.106
H -5.560099 -1.529648 -0.245251 0.0 0.0 0.0 0.098
H -7.223465 -0.344694 -1.604945 0.1 0.0 0.0 0.110
H -6.810888 1.989050 -2.333739 0.0 0.0 0.0 0.109
H -4.714038 3.124111 -1.675114 0.0 0.0 0.0 0.110
H -3.076858 1.972696 -0.279481 0.1 0.0 0.0 0.043
```
Positions in Å, forces in eV/Å.

Calculated total energy = -6740.63843 Ha
HOMO energy = -10.548 eV
Kohn-Sham gap = 8.27 eV
LUMO = -2.28 eV
Net charge = +1